Below is a structure of composition C13H12FeN2O2Te4, with properties calculated with ωB97M-V/def2-TZVPD.

Last column: Mulliken charge in e.
Geometry (Å):
Fe -0.84110 1.19871 -1.30498  0.284
O 1.20013 1.36103 -1.24189  -0.328
N 1.73795 1.47452 -0.11692  -0.442
N 0.89643 1.40304 0.85895  1.052
O -0.40047 1.24321 0.66635  -0.841
C 1.35989 1.47784 2.16832  0.218
C 2.72799 1.63096 2.45319  -0.352
C 3.15530 1.67537 3.76248  -0.409
C 2.25519 1.57311 4.81861  -0.466
C 0.90238 1.43512 4.53028  -0.393
C 0.45318 1.38831 3.22529  -0.479
H 3.41748 1.71658 1.62726  0.418
H 4.21304 1.79110 3.97033  0.331
H 2.60730 1.60167 5.84178  0.353
H 0.19281 1.36449 5.34559  0.330
H -0.59571 1.28456 2.98522  0.422
Te -3.09140 0.55311 -0.74925  -0.236
Te -4.49764 1.77516 -2.73334  -0.283
Te -3.23928 4.21961 -2.76050  -0.300
Te -0.67692 3.37638 -2.39971  -0.465
C -0.54621 -0.18127 -3.01643  -1.664
C -0.72591 -1.52774 -2.53188  0.926
C 0.18563 -2.10975 -1.61783  -0.296
C -0.01259 -3.37126 -1.09195  -0.601
C -1.12636 -4.12880 -1.44904  -0.432
C -2.03586 -3.58105 -2.35002  -0.361
C -1.84573 -2.31937 -2.87861  -0.345
H -1.15394 0.07117 -3.88364  0.415
H 0.50115 0.07538 -3.18733  0.389
H 1.04592 -1.51849 -1.31760  0.286
H 0.70692 -3.77607 -0.38552  0.327
H -1.28539 -5.11570 -1.02841  0.328
H -2.91345 -4.15293 -2.63715  0.323
H -2.57072 -1.90803 -3.57167  0.290

Results
2S+1 = 5
orbital gap (alpha / beta) = 0.1582 / 0.1826 hartree
energy relative to the best compared isomer or geometry (same formula, charge and spin) = 116.0 kJ/mol
total charge = -2
F_max = 2.95 eV/A
LUMO level (alpha / beta) = 4.40 / 4.40 eV